Arrangement a

Computed, not measured: a cluster of 5 separate species, CH14N2O4 in total, with ωB97M-V with the def2-TZVPD basis set.

Geometry as ORCA input:
```
! wB97M-V def2-TZVPD RIJCOSX def2/J DEFGRID3
* xyz 0 1
N 1.42 -2.25 -0.17
C 2.54 -1.47 0.50
N 1.91 -1.50 1.96
H 0.88 -1.69 -0.73
H 1.75 -3.17 -0.52
H 3.50 -1.97 0.62
H 2.23 -0.38 0.27
H 0.90 -1.58 1.97
H 2.20 -2.35 2.49
H -2.02 3.29 1.21
H -2.21 2.00 0.38
O -1.73 2.87 0.45
H -0.65 0.73 0.28
H 0.43 1.67 0.73
O 0.20 1.03 0.09
H -3.03 -0.40 -0.24
H -3.44 0.84 -0.91
O -2.69 0.52 -0.40
H -1.29 0.65 -2.08
H 0.02 0.46 -1.59
O -0.50 0.19 -2.32
*
```

- SMILES: NCN.O.O.O.O
- Lowest unoccupied orbital energy: 0.0 eV
- HOMO energy: -7.883 eV
- Kohn-Sham gap: 7.8 eV

Arrangement b

Computed, not measured: a cluster of 5 separate species, CH14N2O4 in total, with ωB97M-V with the def2-TZVPD basis set.

Geometry as ORCA input:
```
! wB97M-V def2-TZVPD RIJCOSX def2/J DEFGRID3
* xyz 0 1
N -2.67 0.34 -0.71
C -2.24 1.26 0.29
N -0.77 1.40 0.42
H -2.30 0.52 -1.62
H -2.49 -0.64 -0.46
H -2.71 2.24 0.18
H -2.59 0.85 1.23
H -0.59 1.67 1.39
H -0.44 2.21 -0.09
H 2.50 -1.73 -0.60
H 3.38 -2.92 -0.14
O 3.41 -1.99 -0.41
H 2.14 1.52 1.79
H 3.32 1.65 0.77
O 2.42 1.34 0.89
H 0.49 -0.09 -2.01
H 0.62 0.07 -0.52
O 0.74 -0.60 -1.22
H -0.40 -1.74 -0.09
H -0.70 -3.07 0.61
O -1.11 -2.26 0.30
*
```

- SMILES: NCN.O.O.O.O
- Lowest unoccupied orbital energy: 0.5 eV
- HOMO energy: -9.333 eV
- Kohn-Sham gap: 9.9 eV

arrangement b is favored, and the nearest alternative lies 197.1 kJ/mol above it.

Arrangement a

Computed, not measured: a cluster of 2 separate species, C11H15N in total, with ωB97M-V with the def2-TZVPD basis set.

Geometry as ORCA input:
```
! wB97M-V def2-TZVPD RIJCOSX def2/J DEFGRID3
* xyz 0 1
C 2.74 -1.70 2.37
C 1.65 -2.74 2.62
H 2.64 -1.21 1.55
H 2.91 -1.06 3.26
H 3.76 -2.18 2.16
H 0.79 -2.31 3.13
H 1.37 -3.34 1.77
H 1.89 -3.47 3.38
C -1.49 -0.79 -3.09
C 0.19 0.84 -0.29
C -1.00 0.52 -0.78
C -0.66 -0.36 -1.98
C 0.72 -0.24 -2.18
C 0.33 1.44 0.96
C -0.81 1.83 1.63
C -2.08 1.51 1.12
C -2.16 0.77 -0.10
N 1.30 0.54 -1.15
H 1.33 1.56 1.28
H -0.45 2.51 2.43
H 2.14 0.27 -0.92
H -2.98 1.50 1.65
H 1.24 -0.82 -2.77
H -3.21 0.60 -0.54
H -0.88 -0.49 -3.95
H -2.44 -0.11 -3.03
H -1.76 -1.77 -3.07
*
```

- SMILES: Cc1c[nH]c2ccccc12.CC
- Lowest unoccupied orbital energy: 0.9 eV
- HOMO energy: -7.852 eV
- Kohn-Sham gap: 8.7 eV

Arrangement b

Computed, not measured: a cluster of 2 separate species, C11H15N in total, with ωB97M-V with the def2-TZVPD basis set.

Geometry as ORCA input:
```
! wB97M-V def2-TZVPD RIJCOSX def2/J DEFGRID3
* xyz 0 1
C -1.41 -2.33 -1.37
C -0.53 -0.20 1.57
C -1.39 -0.50 0.51
C -0.85 -1.75 -0.08
C 0.18 -2.18 0.80
C -0.64 0.97 2.42
C -1.43 1.93 1.84
C -2.37 0.46 0.21
C -2.31 1.67 0.75
N 0.49 -1.20 1.74
H 1.26 -1.29 2.24
H 0.10 1.24 3.21
H 0.63 -3.08 0.75
H -1.51 3.00 1.96
H -3.28 0.12 -0.29
H -2.29 -1.82 -1.60
H -1.67 -3.38 -1.27
H -3.18 2.36 0.46
H -0.74 -2.17 -2.18
C 3.04 1.03 -2.11
C 2.22 0.89 -0.91
H 2.90 0.06 -2.72
H 2.83 1.99 -2.63
H 4.11 1.21 -1.85
H 2.15 1.95 -0.37
H 2.55 0.45 0.03
H 1.13 0.58 -1.11
*
```

- SMILES: Cc1c[nH]c2ccccc12.CC
- Lowest unoccupied orbital energy: 0.9 eV
- HOMO energy: -7.711 eV
- Kohn-Sham gap: 8.6 eV

arrangement b is favored, and the nearest alternative lies 52.4 kJ/mol above it.

Arrangement a

Computed, not measured: a cluster of 2 separate species, C11H15N in total, with ωB97M-V with the def2-TZVPD basis set.

Geometry as ORCA input:
```
! wB97M-V def2-TZVPD RIJCOSX def2/J DEFGRID3
* xyz 0 1
C 1.21 0.82 -1.52
C 1.63 0.25 -2.89
H 0.15 0.51 -1.38
H 1.73 0.32 -0.60
H 1.35 1.91 -1.49
H 1.10 0.90 -3.53
H 1.06 -0.69 -2.90
H 2.79 0.24 -2.98
C 1.73 0.98 2.05
C -1.14 -1.31 0.73
C -0.64 -0.02 1.05
C 0.69 -0.04 1.54
C 1.03 -1.39 1.49
C -3.04 -0.34 -0.34
C -2.45 -1.51 0.12
C -2.50 0.90 -0.19
C -1.35 1.11 0.62
N -0.08 -2.19 1.26
H -4.05 -0.46 -0.58
H -2.87 -2.44 0.10
H -3.05 1.67 -0.55
H -1.08 2.04 0.87
H -0.01 -3.08 0.82
H 1.94 -1.96 1.61
H 2.65 0.52 2.16
H 1.45 1.37 3.09
H 1.72 1.87 1.44
*
```

- SMILES: Cc1c[nH]c2ccccc12.CC
- Lowest unoccupied orbital energy: 0.9 eV
- HOMO energy: -7.701 eV
- Kohn-Sham gap: 8.6 eV

Arrangement b

Computed, not measured: a cluster of 2 separate species, C11H15N in total, with ωB97M-V with the def2-TZVPD basis set.

Geometry as ORCA input:
```
! wB97M-V def2-TZVPD RIJCOSX def2/J DEFGRID3
* xyz 0 1
C -0.32 -2.19 2.11
C -1.05 -0.28 0.52
C -0.44 -1.56 0.76
C -0.92 0.04 -0.84
C 0.04 -1.97 -0.45
C -2.44 1.65 0.80
C -2.37 1.89 -0.58
C -1.70 0.64 1.36
C -1.67 1.06 -1.43
N -0.24 -1.01 -1.41
H -3.08 2.25 1.44
H -2.87 2.78 -0.96
H -1.79 0.42 2.42
H -1.54 1.29 -2.48
H 0.70 -2.55 2.29
H -1.01 -3.02 2.23
H 0.47 -2.88 -0.84
H -0.11 -1.20 -2.39
H -0.49 -1.47 2.91
C 2.23 1.30 -1.03
C 2.97 0.16 -0.34
H 1.26 1.57 -0.62
H 2.71 2.26 -0.80
H 2.19 1.27 -2.12
H 2.28 -0.63 -0.04
H 3.56 0.51 0.50
H 3.64 -0.33 -1.04
*
```

- SMILES: Cc1c[nH]c2ccccc12.CC
- Lowest unoccupied orbital energy: 0.9 eV
- HOMO energy: -7.850 eV
- Kohn-Sham gap: 8.8 eV

Arrangement c

Computed, not measured: a cluster of 2 separate species, C11H15N in total, with ωB97M-V with the def2-TZVPD basis set.

Geometry as ORCA input:
```
! wB97M-V def2-TZVPD RIJCOSX def2/J DEFGRID3
* xyz 0 1
C 2.58 2.23 -0.36
C -0.07 -0.04 0.97
C 0.30 1.19 0.30
C 1.74 1.10 0.14
C 2.17 0.01 0.82
C -1.43 -0.18 1.32
C -2.33 0.79 0.93
C -1.94 1.93 0.23
C -0.61 2.09 -0.18
N 1.08 -0.61 1.45
H -1.68 -1.10 1.84
H -3.38 0.51 0.99
H 1.20 -1.55 1.76
H -2.73 2.54 -0.18
H 3.16 -0.36 1.00
H -0.39 3.00 -0.71
H 3.53 2.00 -0.82
H 2.71 2.91 0.49
H 1.97 2.78 -1.09
C -1.38 -3.78 -1.73
C -0.28 -3.09 -2.56
H -1.67 -3.15 -0.89
H -2.17 -4.24 -2.31
H -0.93 -4.56 -1.10
H 0.51 -2.72 -1.91
H -0.82 -2.30 -3.08
H 0.17 -3.72 -3.32
*
```

- SMILES: Cc1c[nH]c2ccccc12.CC
- Lowest unoccupied orbital energy: 0.9 eV
- HOMO energy: -7.918 eV
- Kohn-Sham gap: 8.8 eV

arrangement b is favored, and the nearest alternative lies 40.7 kJ/mol above it.

Arrangement a

Computed, not measured: the ion C4H3N4 with charge +1, with ωB97M-V with the def2-TZVPD basis set.

Geometry as ORCA input:
```
! wB97M-V def2-TZVPD RIJCOSX def2/J DEFGRID3
* xyz 1 1
C -1.47 -1.14 0.11
C 1.17 -0.79 -0.14
C -0.13 -1.07 0.00
C -0.26 1.41 0.12
N -2.15 0.00 -0.04
N 1.74 0.39 -0.02
N -1.32 0.96 -0.15
N 1.03 1.51 0.06
H -2.02 -2.05 0.35
H 1.86 -1.59 -0.42
H 1.57 2.37 0.13
*
```

- Lowest unoccupied orbital energy (spin up / spin down): -7.5 / -7.5 eV
- HOMO energy (spin up / spin down): -14.509 / -14.509 eV
- Kohn-Sham gap (spin up / spin down): 7.0 / 7.0 eV

Arrangement b

Computed, not measured: the ion C4H3N4 with charge +1, with ωB97M-V with the def2-TZVPD basis set.

Geometry as ORCA input:
```
! wB97M-V def2-TZVPD RIJCOSX def2/J DEFGRID3
* xyz 1 1
C 0.05 -1.93 -2.40
C -0.90 0.85 1.23
C 0.32 1.52 1.37
C -0.05 -0.42 -0.46
N -1.10 0.00 0.27
N 1.34 0.89 0.77
N 1.23 -0.09 -0.05
N -0.19 -1.27 -1.49
H 0.47 -2.79 -2.94
H -1.84 0.90 1.80
H 0.66 2.33 1.92
*
```

- SMILES: C#[N+]c1nccnn1
- Lowest unoccupied orbital energy: -6.5 eV
- HOMO energy: -13.887 eV
- Kohn-Sham gap: 7.4 eV

arrangement b is favored, and the nearest alternative lies 354.4 kJ/mol above it.

Arrangement a

Computed, not measured: a cluster of 2 separate species, C7H10NS2 in total, with ωB97M-V with the def2-TZVPD basis set.

Geometry as ORCA input:
```
! wB97M-V def2-TZVPD RIJCOSX def2/J DEFGRID3
* xyz 1 1
C 2.80 0.67 -0.77
C 2.05 0.38 0.35
C 2.29 0.08 -1.96
C 1.00 -0.47 0.07
C -1.78 0.36 -0.12
C -2.80 -0.46 -0.51
C -0.09 -0.93 0.93
N -0.26 -0.52 2.15
S -1.60 2.01 -0.36
S 0.90 -0.81 -1.62
H 3.62 1.50 -0.99
H 2.19 0.85 1.27
H 2.70 0.05 -2.92
H -3.10 -1.08 0.38
H -3.73 -0.01 -0.92
H -2.30 -1.25 -1.08
H -0.62 -1.88 0.67
H -0.36 2.16 0.02
H 0.16 0.20 2.58
H -1.06 -0.85 2.80
*
```

- Lowest unoccupied orbital energy (spin up / spin down): -4.1 / -4.1 eV
- HOMO energy (spin up / spin down): -11.876 / -11.877 eV
- Kohn-Sham gap (spin up / spin down): 7.8 / 7.8 eV

Arrangement b

Computed, not measured: the ion C7H10NS2 with charge +1, with ωB97M-V with the def2-TZVPD basis set.

Geometry as ORCA input:
```
! wB97M-V def2-TZVPD RIJCOSX def2/J DEFGRID3
* xyz 1 1
C -0.76 -1.11 -0.69
C -0.32 -0.14 -1.31
C -2.03 -1.47 -0.08
C -2.57 -0.45 0.54
C -2.14 1.04 0.33
C 0.46 1.02 -1.24
C 3.68 -1.39 0.01
N -0.76 1.51 0.60
S 1.98 1.17 -0.39
S 2.28 -0.47 0.76
H -2.23 -2.44 0.08
H -3.42 -0.50 1.23
H -2.31 1.18 -0.81
H -2.76 1.64 0.84
H 0.03 2.01 -1.77
H 3.84 -2.15 0.78
H 4.63 -0.87 -0.15
H 3.30 -1.84 -0.96
H -0.67 2.39 1.08
H -0.25 0.86 1.16
*
```

- Lowest unoccupied orbital energy: -5.5 eV
- HOMO energy: -13.267 eV
- Kohn-Sham gap: 7.8 eV

arrangement a is favored, and the nearest alternative lies 146.9 kJ/mol above it.

Arrangement a

Computed, not measured: an isolated molecule of C4H6N2O3, with ωB97M-V with the def2-TZVPD basis set.

Geometry as ORCA input:
```
! wB97M-V def2-TZVPD RIJCOSX def2/J DEFGRID3
* xyz 0 1
O 2.85 1.30 0.07
O -1.66 -2.18 -1.21
N 2.23 0.54 -0.69
O -1.78 -0.54 0.41
C -1.18 -1.24 -0.64
N 0.96 0.19 -0.33
C 0.26 -0.86 -1.14
C -1.19 0.69 0.85
C 0.34 0.60 0.95
H 0.81 -1.82 -1.09
H 0.15 -0.55 -2.18
H -1.59 0.91 1.84
H -1.51 1.51 0.20
H 0.72 1.56 1.24
H 0.59 -0.11 1.73
*
```

- SMILES: O=NN1CCOC(=O)C1
- Lowest unoccupied orbital energy: 0.4 eV
- HOMO energy: -9.743 eV
- Kohn-Sham gap: 10.2 eV

Arrangement b

Computed, not measured: a structure of composition C4H6N2O3, with ωB97M-V with the def2-TZVPD basis set.

Geometry as ORCA input:
```
! wB97M-V def2-TZVPD RIJCOSX def2/J DEFGRID3
* xyz 0 1
C 0.04 -1.04 1.03
N 0.15 -0.26 -0.18
C -0.02 0.98 -0.46
C -2.02 0.91 0.17
C 1.95 -0.38 -0.86
O -2.76 1.53 -0.77
N 2.78 -0.99 -0.16
O 0.23 1.89 -1.17
O -2.50 0.50 1.20
H -3.66 1.66 -0.41
H 3.71 -1.13 -0.56
H 2.09 0.08 -1.85
H -0.80 -1.73 0.92
H 0.95 -1.61 1.19
H -0.14 -0.41 1.90
*
```

- Lowest unoccupied orbital energy: 0.5 eV
- HOMO energy: -8.122 eV
- Kohn-Sham gap: 8.6 eV

arrangement a is favored, and the nearest alternative lies 133.7 kJ/mol above it.

Arrangement a

Computed, not measured: a cluster of 3 separate species, C4H12NO5 in total, with ωB97M-V with the def2-TZVPD basis set.

Geometry as ORCA input:
```
! wB97M-V def2-TZVPD RIJCOSX def2/J DEFGRID3
* xyz -1 1
O 0.41 -1.71 -1.63
C 0.81 -0.76 -0.90
O 1.50 0.19 -1.28
C 0.46 -0.87 0.69
C -0.20 0.40 1.11
C -1.72 0.43 0.93
O -0.04 0.48 2.58
N -0.28 -2.10 0.90
H 1.38 -0.98 1.28
H 0.27 1.33 0.81
H -2.12 -0.59 0.92
H -2.18 0.80 0.01
H -2.20 1.04 1.70
H -0.25 -0.36 3.00
H -0.95 -2.26 0.16
H 0.33 -2.91 0.88
H 2.70 2.69 -0.32
H 1.55 2.00 -0.99
O 1.75 2.82 -0.50
H -0.86 -0.15 -2.59
H 0.30 0.18 -3.34
O -0.65 0.31 -3.43
*
```

- Lowest unoccupied orbital energy: 3.7 eV
- HOMO energy: -4.850 eV
- Kohn-Sham gap: 8.5 eV

Arrangement b

Computed, not measured: a cluster of 3 separate species, C4H12NO5 in total, with ωB97M-V with the def2-TZVPD basis set.

Geometry as ORCA input:
```
! wB97M-V def2-TZVPD RIJCOSX def2/J DEFGRID3
* xyz -1 1
O 1.34 -1.70 1.41
C 1.71 -0.58 1.06
N 1.02 0.25 0.28
C -0.13 -0.01 -0.59
C 0.34 -0.49 -2.02
O -0.38 0.04 -3.07
C -0.95 1.32 -0.60
O -0.46 2.12 -1.67
H 2.71 -0.22 1.34
H 1.50 1.10 -0.02
H -0.72 -0.80 -0.14
H 1.40 -0.19 -2.17
H 0.28 -1.59 -1.98
H -0.45 1.46 -2.48
H -0.62 1.91 0.26
H -2.00 1.14 -0.83
H -0.59 2.56 2.36
H -1.34 1.31 2.60
O -0.89 2.01 3.09
H 0.05 -3.29 1.42
H -1.09 -2.74 0.80
O -0.73 -3.61 0.98
*
```

- Lowest unoccupied orbital energy: 3.3 eV
- HOMO energy: -3.792 eV
- Kohn-Sham gap: 7.0 eV

arrangement a is favored, and the nearest alternative lies 165.8 kJ/mol above it.

Arrangement a

Computed, not measured: a cluster of 2 separate species, CH6NO2 in total, with ωB97M-V with the def2-TZVPD basis set.

Geometry as ORCA input:
```
! wB97M-V def2-TZVPD RIJCOSX def2/J DEFGRID3
* xyz -1 1
O 2.56 -0.90 -0.38
H 2.31 -1.83 -0.48
N -0.22 -0.14 -0.61
C -0.64 0.41 0.55
O -2.22 0.87 0.56
H 1.65 -0.49 -0.37
H 0.02 0.61 -1.26
H -0.75 -0.31 1.34
H -0.23 1.37 0.90
H -2.47 0.41 -0.25
*
```

- Lowest unoccupied orbital energy: 4.7 eV
- HOMO energy: -2.925 eV
- Kohn-Sham gap: 7.6 eV

Arrangement b

Computed, not measured: a cluster of 2 separate species, CH6NO2 in total, with ωB97M-V with the def2-TZVPD basis set.

Geometry as ORCA input:
```
! wB97M-V def2-TZVPD RIJCOSX def2/J DEFGRID3
* xyz -1 1
N -0.13 -1.93 -0.29
C 0.22 -0.58 0.26
O -0.76 0.10 0.85
H -0.35 -2.53 0.51
H -1.03 -1.76 -0.73
H 1.10 -0.76 0.92
H 0.62 -0.08 -0.65
H -0.13 3.10 -0.78
H 0.06 1.76 0.00
O 0.40 2.68 -0.09
*
```

- Lowest unoccupied orbital energy: 4.5 eV
- HOMO energy: -2.721 eV
- Kohn-Sham gap: 7.2 eV

arrangement b is favored, and the nearest alternative lies 42.2 kJ/mol above it.